Entry from the Open Molecules 2025 dataset: a cluster of 12 separate species, C82H144F14N6O14 in total at a distorted geometry (ωB97M-V/def2-TZVPD).

Structure (XYZ):
```
260
C82H144F14N6O14 (ωB97M-V/def2-TZVPD)
C -5.41015 -0.11169 -2.88410
C -5.80486 -1.58442 -2.89199
C -6.02468 -1.95067 -4.35939
C -4.70246 -2.50997 -2.33731
C -4.61409 -2.62468 -0.85940
C -5.97423 -2.97750 -0.31769
C -7.05281 -1.97212 -0.68801
C -8.30919 -2.69657 -0.22043
C -6.85226 -0.63083 0.08243
N -7.01093 -1.90817 -2.12530
O -8.13379 -1.25571 -2.60444
H -4.88962 0.23370 -3.76524
H -6.33429 0.46053 -2.77412
H -4.84210 0.16630 -2.00413
H -5.03937 -2.20010 -4.78991
H -6.68516 -2.81450 -4.47456
H -6.35453 -1.09413 -4.91090
H -5.01556 -3.48578 -2.70740
H -3.73977 -2.24014 -2.76347
H -3.85711 -3.29119 -0.49732
H -4.41488 -1.65586 -0.44101
H -5.96802 -3.12452 0.76853
H -6.33785 -3.93813 -0.71860
H -9.24735 -2.16685 -0.39309
H -8.29283 -2.84983 0.86014
H -8.31631 -3.67477 -0.69236
H -7.41720 0.16201 -0.41642
H -5.83932 -0.26225 0.07474
H -7.23106 -0.76252 1.11162
H -8.11980 -0.28536 -2.43966
C -0.23394 0.36373 -5.30981
C -1.08021 -0.30272 -6.40731
C -1.96295 0.78847 -6.98599
C -0.15580 -0.69418 -7.65836
C 0.66102 -1.93859 -7.31570
C -0.32644 -3.06005 -6.91786
C -1.18717 -2.67614 -5.62886
C -2.24172 -3.77882 -5.46194
C -0.29005 -2.74028 -4.35690
N -1.80957 -1.44800 -5.99560
O -2.75771 -1.11561 -4.99266
H 0.52183 -0.27439 -4.92296
H 0.18725 1.26299 -5.76124
H -0.83179 0.69320 -4.46941
H -2.52238 0.34951 -7.81700
H -2.68943 1.04674 -6.22481
H -1.40542 1.70778 -7.27214
H -0.88144 -0.93230 -8.50905
H 0.46775 0.19465 -7.88920
H 1.33689 -2.16632 -8.15055
H 1.25983 -1.81509 -6.41182
H 0.03668 -4.10175 -6.73853
H -1.06927 -3.07117 -7.72522
H -2.87249 -3.64708 -4.60886
H -1.70500 -4.70981 -5.29625
H -2.88958 -3.89088 -6.34006
H -0.65475 -2.28836 -3.42480
H 0.73824 -2.38404 -4.51330
H -0.17459 -3.77767 -4.03400
H -2.31415 -1.22750 -4.11996
C 1.20031 -3.52070 5.63277
C 2.56143 -2.75463 5.49571
C 3.67974 -3.73810 5.90503
C 2.88936 -2.38922 4.04970
C 1.97393 -1.34374 3.43788
C 2.05898 -0.13649 4.37256
C 1.88613 -0.36877 5.93973
C 2.60686 0.84444 6.60087
C 0.37134 -0.33520 6.24717
N 2.70636 -1.54696 6.25313
O 2.53569 -1.80521 7.64583
H 0.37948 -3.11182 5.05091
H 1.29354 -4.49577 5.14720
H 0.89015 -3.71514 6.65895
H 4.62759 -3.16330 5.87218
H 3.53900 -4.18304 6.88693
H 3.60894 -4.61306 5.19797
H 3.89942 -1.97573 4.04855
H 2.85329 -3.32451 3.50552
H 2.23390 -1.04971 2.41530
H 0.97853 -1.80029 3.41765
H 1.40279 0.67959 4.06828
H 3.03362 0.39867 4.20710
H 2.42022 0.93995 7.68264
H 2.07640 1.72253 6.18152
H 3.66278 0.90942 6.39987
H -0.18337 -0.85640 5.44048
H 0.03400 0.69612 6.32167
H 0.06958 -0.84011 7.15353
H 3.36237 -1.54382 8.08877
C 4.21649 2.06433 1.86371
C 5.53959 2.49126 2.36984
C 5.58206 4.00927 2.48656
C 5.76564 1.95401 3.80426
C 5.97938 0.45849 3.85559
C 7.17386 0.15276 2.96532
C 7.02167 0.63847 1.49903
C 8.45538 0.53847 0.92945
C 6.06733 -0.23475 0.60528
N 6.67749 2.09510 1.57934
O 6.43415 2.54760 0.22772
H 3.94130 1.02006 1.98084
H 3.42093 2.67148 2.28824
H 4.15721 2.22534 0.77556
H 6.57585 4.26693 2.91480
H 5.42175 4.45620 1.47759
H 4.74199 4.34169 3.08525
H 6.64467 2.48806 4.22838
H 4.88728 2.26928 4.37003
H 6.08804 0.11730 4.87060
H 5.09574 -0.00820 3.42563
H 7.42514 -0.93135 2.95236
H 8.01940 0.73873 3.39009
H 8.52343 0.88297 -0.09183
H 8.72203 -0.49915 0.83825
H 9.15912 1.03426 1.57832
H 6.52717 -1.22798 0.52844
H 5.92300 0.20009 -0.39284
H 5.11288 -0.36256 1.12130
H 7.26994 2.97818 0.04491
C -3.69099 0.02624 5.89028
C -4.18579 0.98683 4.85680
C -3.88332 0.34936 3.44809
C -5.67622 1.13186 5.06368
C -6.27056 2.27817 4.20465
C -5.54268 3.52112 4.68516
C -4.08905 3.44394 4.34734
C -3.75651 3.54516 2.84320
C -3.42631 4.64013 5.02937
N -3.59947 2.28139 5.12260
O -2.18476 2.13421 4.78279
H -4.28629 -0.87266 5.87399
H -2.63389 -0.32475 5.78193
H -3.78724 0.51777 6.84832
H -4.45646 0.74547 2.63846
H -2.80377 0.46899 3.24043
H -4.03333 -0.72794 3.53128
H -6.08803 0.09791 4.96142
H -5.85956 1.43123 6.11268
H -6.00290 2.06337 3.16518
H -7.36562 2.32432 4.31895
H -5.62244 3.53233 5.77550
H -5.94005 4.47280 4.30140
H -4.40890 2.91893 2.25402
H -2.73376 3.29876 2.65188
H -3.84176 4.54166 2.42432
H -3.56470 4.62467 6.11826
H -3.78444 5.55677 4.52091
H -2.36705 4.59214 4.82423
H -1.77893 2.44515 5.59748
C -1.61954 -0.63217 -1.51981
C -0.86593 -0.51543 -0.20272
C -1.47785 -1.43918 0.80965
C 0.59080 -1.06629 -0.44557
C 1.42446 -0.09363 -1.23817
C 1.44107 1.23463 -0.48711
C 0.03768 1.85548 -0.30838
C 0.32664 2.98127 0.70394
C -0.53039 2.41818 -1.60452
N -0.77227 0.80979 0.36959
O -2.10569 1.34798 0.53893
H -1.98909 -1.60776 -1.78783
H -2.46407 0.06650 -1.51023
H -0.97707 -0.34430 -2.36505
H -0.89050 -1.51775 1.74183
H -2.47748 -1.02655 1.04718
H -1.58393 -2.43630 0.33882
H 1.02191 -1.32285 0.52896
H 0.45942 -2.02514 -0.98344
H 2.43287 -0.52067 -1.41675
H 0.95610 0.10484 -2.20609
H 2.02371 2.02663 -0.97496
H 1.79129 0.98587 0.50265
H -0.62397 3.48573 0.80299
H 1.01831 3.68294 0.25552
H 0.71442 2.54121 1.61165
H -1.61469 2.48915 -1.48468
H -0.32966 1.75700 -2.48618
H -0.21251 3.45223 -1.77811
H -2.18496 1.49124 1.51771
C -1.56591 -5.59014 -1.31520
C -3.00076 -5.86793 -1.47473
O -3.37032 -7.22691 -1.92459
C -3.20079 -7.46644 -3.20042
O -2.76580 -6.76979 -4.04386
C -3.51258 -8.95406 -3.49188
F -2.46886 -9.73674 -3.22785
F -4.50542 -9.51977 -2.75504
F -3.88329 -9.10407 -4.76602
H -1.13640 -6.18538 -0.48724
H -1.53723 -4.54560 -0.96836
H -0.93944 -5.63581 -2.21449
H -3.45202 -5.14280 -2.16277
H -3.57300 -5.76329 -0.54961
C 5.18980 -0.15576 -4.83341
C 4.29969 -0.80784 -3.86606
O 4.61762 -2.26468 -3.83868
C 3.77758 -3.04665 -3.15601
O 2.79762 -2.80358 -2.61693
C 4.34140 -4.56145 -3.24227
F 4.30710 -5.12789 -2.00398
F 3.48811 -5.27392 -3.96769
F 5.59381 -4.76300 -3.68714
H 5.17666 -0.74144 -5.77764
H 6.18797 -0.15121 -4.48313
H 4.94955 0.85600 -5.08392
H 3.23061 -0.73153 -4.11243
H 4.44873 -0.54357 -2.84862
C -0.18085 6.34758 -1.61218
C -0.99875 7.02033 -2.61742
O -1.55417 6.12887 -3.67800
C -2.49013 5.24014 -3.27263
O -3.05465 5.20155 -2.27760
C -2.62254 4.22568 -4.47487
F -3.66885 3.42627 -4.24176
F -2.86692 4.92310 -5.61915
F -1.49917 3.52232 -4.62692
H 0.81747 5.99055 -1.89439
H -0.79731 5.56749 -1.21341
H -0.09486 7.10989 -0.84627
H -0.60807 7.89063 -3.17902
H -1.91361 7.33907 -2.13582
C 7.09231 3.26313 -3.18677
C 5.83980 3.96326 -2.83213
O 4.76393 3.29917 -3.61603
C 3.52015 3.64897 -3.30203
O 3.11125 4.34234 -2.46487
C 2.52183 3.00984 -4.29062
F 1.32171 3.50011 -4.17370
F 2.94492 3.21413 -5.57811
F 2.44455 1.67438 -4.11117
H 6.99284 2.24932 -2.85305
H 7.93451 3.67353 -2.61041
H 7.39423 3.35490 -4.22569
H 5.77894 5.02365 -3.02652
H 5.65195 3.89924 -1.77494
F -1.64217 7.11658 2.25395
C -0.34257 7.06993 2.49596
C 0.21090 5.89234 2.88923
C 1.57089 5.76570 3.06240
C 2.35852 6.89634 2.92613
C 1.85651 8.09374 2.54167
C 0.45096 8.23018 2.37091
H -0.39334 5.02520 2.98356
H 2.05863 4.82868 3.31686
H 3.46465 6.93719 3.08943
H 2.42559 8.97426 2.48417
H -0.05672 9.17564 2.19882
F -0.91470 -4.49554 2.46209
C 0.32531 -5.04570 2.22559
C 1.08766 -4.57865 1.14030
C 2.30226 -5.19093 0.94338
C 2.81696 -6.17524 1.80830
C 2.02391 -6.60396 2.92895
C 0.75854 -6.01990 3.12723
H 0.64810 -3.75419 0.58849
H 2.99747 -4.82430 0.16604
H 3.81071 -6.55523 1.60903
H 2.35187 -7.36182 3.62778
H 0.15655 -6.32828 3.95225
```

For the LUMO energy, the calculation gives 0.21 eV. As for the total energy: -5990.64278 Eh. Its SMILES is CC1(C)CCCC(C)(C)N1O.CC1(C)CCCC(C)(C)N1O.CC1(C)CCCC(C)(C)N1O.CC1(C)CCCC(C)(C)N1O.CC1(C)CCCC(C)(C)N1O.CC1(C)CCCC(C)(C)N1O.CCOC(=O)C(F)(F)F.CCOC(=O)C(F)(F)F.CCOC(=O)C(F)(F)F.CCOC(=O)C(F)(F)F.Fc1ccccc1.Fc1ccccc1.